# 1
# C34H36CoN5PS2

A molecular structure, C34H36CoN5PS2 (ωB97M-V/def2-TZVPD, the OMol25 dataset).

Geometry (Å):
Co 7.521 8.599 14.408
C 6.083 5.964 15.067
C 6.929 5.561 13.826
N 7.473 6.811 13.135
C 8.712 6.517 12.452
C 9.813 6.423 13.525
S 9.641 7.523 14.954
C 8.824 6.452 16.135
C 7.496 7.025 16.742
N 6.511 7.232 15.679
H 6.183 5.202 15.821
H 5.030 6.080 14.796
H 6.293 4.996 13.152
H 7.784 4.969 14.087
H 6.794 7.151 12.495
H 8.870 7.283 11.698
H 8.699 5.593 11.942
H 10.810 6.615 13.091
H 9.905 5.400 13.819
H 9.363 6.194 17.047
H 8.741 5.522 15.572
H 7.666 7.999 17.283
H 7.143 6.273 17.476
H 5.611 7.542 16.095
N 7.606 12.700 14.650
C 8.561 12.582 15.641
C 9.273 13.591 16.275
C 10.203 13.243 17.227
C 10.401 11.862 17.544
C 9.717 10.851 16.891
C 8.773 11.238 15.929
N 7.964 10.486 15.036
C 7.328 11.426 14.339
C 6.277 10.982 13.413
C 5.451 11.673 12.585
S 4.258 10.691 11.860
C 4.963 9.337 12.592
N 6.014 9.616 13.372
H 7.141 13.466 14.160
H 9.085 14.622 15.981
H 10.716 14.044 17.645
H 11.119 11.648 18.287
H 9.852 9.795 17.064
H 5.265 12.745 12.454
H 4.533 8.380 12.508
C 4.806 10.904 5.460
C 4.989 9.575 5.765
C 6.246 9.119 6.197
C 7.327 10.033 6.275
C 7.100 11.437 6.008
C 5.818 11.845 5.590
P 8.784 9.386 7.040
C 9.889 10.710 7.460
C 9.346 11.847 8.093
C 10.159 12.926 8.243
C 11.524 12.922 7.867
C 12.098 11.751 7.331
C 11.259 10.659 7.125
C 9.470 7.891 6.449
C 8.850 7.106 5.457
C 9.548 6.006 4.932
C 10.837 5.746 5.365
C 11.386 6.403 6.485
C 10.718 7.441 6.982
H 3.786 11.205 5.191
H 4.177 8.825 5.774
H 6.498 8.130 6.420
H 7.892 12.149 6.124
H 5.594 12.888 5.344
H 8.337 11.941 8.355
H 9.778 13.879 8.578
H 12.137 13.824 7.996
H 13.067 11.840 6.964
H 11.594 9.812 6.598
H 7.858 7.388 5.040
H 9.214 5.489 4.057
H 11.391 5.014 4.839
H 12.316 6.025 6.864
H 11.189 7.974 7.797

## Properties
**Multiplicity**: 5
**Net charge**: +3
**Max |F|**: 0.05658 hartree/bohr
**Relative energy (zero: lowest compared OMol25 entry of this formula, charge and spin)**: 37.5 kJ/mol
**E**: -4110.6099 Ha

Quick look at the Mulliken charges, all values in e:
1 Co -0.030
2 C -0.802
3 C -0.960
4 N 0.043
5 C -0.759
6 C -0.863
7 S -0.043
8 C -0.591
9 C -0.673
10 N -0.157
11 H 0.316
12 H 0.534
13 H 0.463
14 H 0.487
15 H 0.353
16 H 0.480
17 H 0.362
18 H 0.473
19 H 0.469
20 H 0.496
21 H 0.345
22 H 0.359
23 H 0.477
24 H 0.331
25 N 0.080
26 C 0.251
27 C -0.854
28 C -0.669
29 C -0.751
30 C -0.651
31 C 0.958
32 N 0.083
33 C 0.567
34 C -0.378
35 C -0.156
36 S -0.013
37 C -0.226
38 N -0.116
39 H 0.267
40 H 0.405
41 H 0.494
42 H 0.479
43 H 0.294
44 H 0.365
45 H 0.458
46 C -0.366
47 C -0.812
48 C -0.638
49 C 0.588
50 C -0.288
51 C -0.751
52 P 0.212
53 C 0.889
54 C -0.912
55 C -0.556
56 C -0.415
57 C -0.888
58 C -0.483
59 C 0.682
60 C -0.221
61 C -0.854
62 C -0.397
63 C -0.684
64 C -0.599
65 H 0.386
66 H 0.373
67 H 0.639
68 H 0.673
69 H 0.421
70 H 0.842
71 H 0.401
72 H 0.398
73 H 0.457
74 H 0.668
75 H 0.410
76 H 0.389
77 H 0.442
78 H 0.436
79 H 0.562


# 2
# C34H36N2O3SSe2Yb

A molecular structure, C34H36N2O3SSe2Yb (ωB97M-V/def2-TZVPD, the OMol25 dataset).

Geometry (Å):
Yb 0.112 -0.029 -0.267
C -7.734 -0.135 2.036
O -6.606 -0.131 1.099
C -5.340 -0.269 1.499
C -4.944 -0.429 2.854
C -3.600 -0.591 3.173
C -2.595 -0.488 2.190
C -1.192 -0.643 2.591
C -0.936 -1.421 3.845
O -0.252 -0.106 1.933
C -2.992 -0.268 0.777
O -2.074 -0.169 -0.107
C -4.379 -0.168 0.489
H -8.565 0.317 1.507
H -7.499 0.453 2.960
H -8.017 -1.185 2.279
H -5.671 -0.419 3.641
H -3.315 -0.812 4.196
H -1.625 -2.268 3.966
H -0.977 -0.811 4.766
H 0.092 -1.800 3.783
H -4.711 0.114 -0.524
C 4.599 -1.897 -0.440
Se 3.505 -0.789 -1.662
C 4.643 0.892 -1.386
C 3.911 1.770 -0.385
Se 3.189 0.553 1.035
C 2.962 2.071 2.270
H 5.254 -1.303 0.191
H 5.175 -2.565 -1.069
H 3.904 -2.447 0.201
H 4.770 1.341 -2.380
H 5.606 0.553 -1.021
H 3.058 2.310 -0.825
H 4.596 2.460 0.122
H 2.754 3.009 1.746
H 3.862 2.153 2.860
H 2.119 1.771 2.871
S 0.542 -4.792 -2.373
C 0.665 -5.179 -0.686
C 0.906 -6.412 -0.031
C 0.936 -6.397 1.359
C 0.786 -5.191 2.102
C 0.650 -3.980 1.458
C 0.558 -3.958 0.060
N 0.447 -2.795 -0.694
C 0.463 -3.097 -2.003
C 0.542 -2.121 -3.080
C 0.418 -2.510 -4.416
C 0.664 -1.646 -5.489
C 0.887 -0.301 -5.238
C 0.927 0.134 -3.883
C 0.746 -0.736 -2.788
H 1.000 -7.291 -0.639
H 1.124 -7.319 1.913
H 0.794 -5.252 3.190
H 0.523 -3.058 1.973
H 0.135 -3.519 -4.660
H 0.658 -2.102 -6.472
H 1.021 0.414 -6.047
H 1.110 1.184 -3.711
C -1.707 3.358 1.160
C -0.655 4.051 0.418
C -0.253 5.318 0.741
C 0.658 6.042 -0.055
C 1.150 5.494 -1.247
C 0.874 4.191 -1.619
C 1.325 3.813 -2.981
C 0.112 3.324 -0.641
N 0.270 2.081 -0.691
H -2.549 4.022 1.432
H -1.379 2.930 2.123
H -2.117 2.509 0.619
H -0.641 5.828 1.650
H 0.993 7.036 0.263
H 1.879 6.109 -1.782
H 2.299 4.293 -3.182
H 0.661 4.169 -3.812
H 1.490 2.729 -3.055

## Properties
**Multiplicity**: 2
**Net charge**: -1
**Max |F|**: 0.10861 hartree/bohr
**Relative energy (zero: lowest compared OMol25 entry of this formula, charge and spin)**: 0.0 kJ/mol
**E**: -8012.1796 Ha

Quick look at the Mulliken charges, all values in e:
1 Yb 0.387
2 C -0.767
3 O -0.443
4 C 0.985
5 C -0.746
6 C -1.196
7 C 0.612
8 C 0.793
9 C -1.879
10 O -0.317
11 C 0.327
12 O -0.472
13 C -0.457
14 H 0.258
15 H 0.296
16 H 0.292
17 H 0.293
18 H 0.358
19 H 0.442
20 H 0.422
21 H 0.416
22 H 0.394
23 C -0.985
24 Se 0.047
25 C -0.999
26 C 0.088
27 Se 0.136
28 C -0.967
29 H 0.404
30 H 0.338
31 H 0.194
32 H 0.409
33 H 0.373
34 H -0.318
35 H 0.574
36 H 0.269
37 H 0.370
38 H 0.201
39 S -0.418
40 C 0.793
41 C -0.780
42 C -0.402
43 C -0.508
44 C -0.126
45 C -0.682
46 N 0.205
47 C 0.580
48 C 1.080
49 C -0.845
50 C -0.735
51 C -0.734
52 C 0.588
53 C -0.942
54 H 0.424
55 H 0.342
56 H 0.391
57 H 0.193
58 H 0.398
59 H 0.366
60 H 0.433
61 H -0.021
62 C -1.287
63 C 0.520
64 C -0.410
65 C -0.878
66 C -0.500
67 C 0.755
68 C -0.613
69 C 0.291
70 N -0.350
71 H 0.430
72 H 0.139
73 H 0.134
74 H 0.281
75 H 0.291
76 H 0.266
77 H 0.324
78 H 0.338
79 H -0.466


# 3
# C34H36N4OPSeSi2Tl

A molecular structure, C34H36N4OPSeSi2Tl (ωB97M-V/def2-TZVPD, the OMol25 dataset).

Geometry (Å):
Tl 0.326 -0.838 -0.305
O 2.826 0.241 -0.932
N 1.840 -0.373 -1.723
C 1.557 0.317 -2.786
C 1.732 1.769 -2.895
C 2.343 2.324 -4.018
C 2.431 3.710 -4.119
C 1.895 4.519 -3.114
C 1.259 3.950 -2.004
C 1.161 2.559 -1.878
P 0.285 1.691 -0.512
C -1.399 2.351 -0.770
C -1.839 3.604 -0.321
C -3.142 4.043 -0.578
C -4.023 3.239 -1.297
C -3.603 1.994 -1.757
C -2.303 1.554 -1.495
C 0.904 2.492 1.005
C 0.110 2.535 2.163
C 0.589 3.099 3.350
C 1.883 3.608 3.409
C 2.700 3.542 2.285
C 2.218 2.979 1.100
H 2.809 -0.303 -0.123
H 1.030 -0.177 -3.619
H 2.752 1.690 -4.799
H 2.914 4.165 -4.980
H 1.963 5.602 -3.197
H 0.839 4.607 -1.247
H -1.175 4.263 0.233
H -3.465 5.016 -0.219
H -5.033 3.583 -1.500
H -4.285 1.364 -2.322
H -2.000 0.577 -1.867
H -0.897 2.121 2.159
H -0.047 3.128 4.231
H 2.259 4.040 4.332
H 3.720 3.916 2.330
H 2.898 2.913 0.253
C -0.710 -2.355 2.845
Si -0.828 -2.768 0.926
C -2.755 -2.572 0.589
C -0.200 -4.255 0.500
C -0.717 -5.419 1.081
C -0.197 -6.667 0.730
C 0.839 -6.758 -0.200
C 1.361 -5.602 -0.784
C 0.846 -4.347 -0.439
Si 1.476 -2.971 -1.143
C 1.359 -2.934 -3.105
C 3.404 -2.717 -0.849
H -1.241 -3.150 3.409
H -1.125 -1.363 3.131
H 0.371 -2.385 3.091
H -3.292 -3.368 1.146
H -2.885 -2.731 -0.501
H -3.175 -1.581 0.869
H -1.520 -5.368 1.804
H -0.599 -7.565 1.181
H 1.239 -7.727 -0.470
H 2.165 -5.692 -1.504
H 1.889 -3.823 -3.505
H 1.775 -2.016 -3.576
H 0.278 -3.010 -3.341
H 3.939 -3.605 -1.243
H 3.534 -2.663 0.251
H 3.825 -1.798 -1.314
Se 0.290 0.481 4.655
N -1.433 0.938 4.443
C -1.832 0.725 3.183
C -3.182 0.993 2.678
C -3.440 0.729 1.385
C -2.364 0.178 0.510
N -1.175 -0.053 0.979
C -0.878 0.220 2.346
N 0.319 0.014 2.917
H -3.944 1.394 3.337
H -4.424 0.913 0.971
H -2.598 -0.027 -0.530
H 1.573 -0.706 1.071

## Properties
**Net charge**: 0
**Max |F|**: 0.15738 hartree/bohr
**E**: -5105.2552 Ha

Quick look at the Mulliken charges, all values in e:
1 Tl 1.892
2 O -0.364
3 N 0.287
4 C -1.767
5 C 0.227
6 C -0.687
7 C -0.641
8 C -0.833
9 C -0.256
10 C 0.689
11 P 1.279
12 C 1.067
13 C -0.629
14 C -0.794
15 C -0.581
16 C -0.694
17 C -0.751
18 C 0.769
19 C -0.491
20 C 0.059
21 C -0.780
22 C -0.860
23 C -0.962
24 H 0.277
25 H 0.449
26 H 0.513
27 H 0.396
28 H 0.437
29 H 0.367
30 H 0.314
31 H 0.443
32 H 0.397
33 H 0.412
34 H 0.767
35 H -0.198
36 H 0.674
37 H 0.397
38 H 0.437
39 H 0.466
40 C -0.848
41 Si 0.624
42 C -0.997
43 C 0.417
44 C -0.790
45 C -0.806
46 C -0.821
47 C -0.712
48 C 0.551
49 Si 1.063
50 C -1.166
51 C -1.253
52 H 0.488
53 H 0.509
54 H 0.303
55 H 0.436
56 H 0.290
57 H 0.316
58 H 0.376
59 H 0.418
60 H 0.418
61 H 0.366
62 H 0.446
63 H 0.301
64 H 0.293
65 H 0.445
66 H 0.256
67 H 0.331
68 Se 0.122
69 N -1.054
70 C 2.344
71 C -1.177
72 C -1.210
73 C -1.303
74 N -0.120
75 C -2.791
76 N -0.281
77 H 0.499
78 H 0.461
79 H 1.603
80 H -0.072


Question: What is the max |F| in the second record?
Answer: 0.10861 hartree/bohr


Question: What is the formula in the first record?
Answer: C34H36CoN5PS2


Question: Look up the net charge of the third one.
Answer: 0


Question: Which of these has the lowest net charge?
Answer: C34H36N2O3SSe2Yb